# 1
This record from the OMol25 dataset describes a structure of composition C9H16N2OP at a distorted geometry. The level of theory is wB97M-V/def2-TZVPD.

## Properties
strongest force on any atom: 5.35 eV/A
E_LUMO: -0.10372 Ha
total charge: +1
HOMO level: -12.6 eV
Kohn-Sham gap: 9.80 eV

Last column: Mulliken charge in e.
Cartesian coordinates (Å):
P  2.91455  2.24634  0.87849  -0.067
O  -0.23054  1.86883  0.14506  -0.627
N  -0.23499  0.28600  -1.64490  -0.190
N  0.64345  0.68946  1.88003  -0.144
C  0.84734  1.70016  2.86105  -0.750
C  -0.61216  -2.55850  -0.86336  -1.119
C  0.23092  0.82421  0.62824  0.121
C  2.32187  2.78882  2.32757  -0.164
C  0.23617  -0.32370  -0.39492  -0.254
C  -0.97594  -2.01746  -2.28333  -0.937
C  -0.88678  -1.32743  -0.01720  -0.308
C  -1.37401  -0.53439  -2.04670  -0.435
C  -2.14078  -0.76586  -0.75683  -0.946
H  1.16539  -0.08712  2.25398  0.307
H  -1.76424  -2.57231  -2.60641  0.488
H  3.84890  3.24701  0.64823  0.061
H  -1.88121  -0.08515  -2.77694  0.746
H  1.25631  -0.79111  -0.22727  0.416
H  0.37304  -2.80399  -0.85021  0.431
H  -0.63802  1.33526  -1.05825  0.549
H  2.75972  3.45857  3.10283  0.363
H  -2.47810  0.11679  -0.31584  0.423
H  0.47109  0.31330  -2.36706  0.340
H  -0.90094  -1.62501  0.97291  0.739
H  -1.04272  -3.39263  -0.35901  0.438
H  1.19428  1.44367  3.87423  0.392
H  -0.35228  -2.11887  -3.18957  0.380
H  -2.77283  -1.60452  -0.65364  0.377
H  0.02252  2.28961  2.83882  0.373

# 2
This record from the OMol25 dataset describes a structure of composition C9H16N2PSTi at a distorted geometry. The level of theory is wB97M-V/def2-TZVPD.

## Properties
strongest force on any atom: 2.20 eV/A
E_LUMO (alpha / beta): -0.12956 / -0.13717 Ha
total charge: +1
HOMO level (alpha / beta): -10.4 / -10.8 eV
Kohn-Sham gap (alpha / beta): 6.88 / 7.07 eV

Last column: Mulliken charge in e.
Cartesian coordinates (Å):
Ti  -0.91865  -1.37712  -1.37645  0.054
S  0.55117  0.50707  -1.27941  -0.301
P  -0.79784  -1.32632  1.29325  -0.078
N  0.82599  2.11308  0.83743  -0.084
N  2.52988  0.56383  0.59726  -0.082
C  -1.57195  -0.52386  -3.00729  -0.393
C  3.39339  1.27065  1.55761  -0.557
C  2.50552  1.94952  2.56597  -0.520
C  1.37607  1.09523  0.15430  0.134
C  -2.33470  -1.43807  -3.72566  -0.464
C  -3.34906  -2.68826  -1.82278  -0.480
C  1.47958  2.84001  1.92850  -0.525
C  -3.17452  -2.42901  -3.19924  0.021
C  -2.74011  -2.03112  -0.77513  -0.214
H  -1.59718  -2.27941  2.00185  0.145
H  3.10605  2.53872  3.25284  0.342
H  1.95810  3.74277  1.52663  0.321
H  4.00976  2.00858  1.02414  0.300
H  0.69577  3.12550  2.64465  0.334
H  -0.00744  2.50449  0.40722  0.267
H  -2.32509  -1.33684  -4.80950  0.339
H  1.98224  1.16866  3.13390  0.273
H  -0.95133  -0.20625  2.17215  0.126
H  0.48836  -1.76464  1.74326  0.119
H  -3.78128  -2.99458  -3.91020  0.347
H  -4.08518  -3.48532  -1.57966  0.292
H  -3.11888  -2.28905  0.22606  0.311
H  2.95146  -0.10477  -0.03411  0.259
H  4.03991  0.53223  2.04538  0.364
H  -1.14005  0.31428  -3.59297  0.350

# 3
This record from the OMol25 dataset describes a cluster of 2 separate species, C9H16N3 in total at a distorted geometry. The level of theory is wB97M-V/def2-TZVPD.

## Properties
strongest force on any atom: 3.23 eV/A
E_LUMO: -0.11187 Ha
total charge: +1
HOMO level: -12.5 eV
Kohn-Sham gap: 9.44 eV

Last column: Mulliken charge in e.
Cartesian coordinates (Å):
N  1.49680  0.92501  0.92300  -0.327
N  -0.56274  1.93642  1.60355  -0.244
N  -0.31729  -0.36938  1.60976  -0.225
C  0.41993  0.09457  -1.86058  -0.209
C  -0.82335  2.18670  3.02108  -0.952
C  -1.97300  -0.23524  -1.94190  -0.575
C  -1.71714  -1.52797  -1.53120  -0.490
C  0.68950  -1.26858  -1.49232  0.417
C  -0.83161  0.56067  -2.13454  -0.675
C  -0.44521  -2.01497  -1.22772  -0.449
C  0.22373  0.78838  1.34948  0.341
C  2.09232  -1.68712  -1.17372  -1.382
H  -0.20356  2.76090  1.14536  0.303
H  -0.28726  -3.04854  -0.91246  0.414
H  -2.47218  -2.33564  -1.52294  0.339
H  2.68383  -1.43627  -2.05462  0.377
H  1.71690  1.57752  0.17821  0.326
H  -2.98959  0.05182  -2.14577  0.504
H  1.23011  0.79158  -2.08076  0.672
H  -1.28825  -0.43735  1.93957  0.260
H  0.24075  -1.22002  1.58852  0.287
H  2.68948  -1.43783  -0.31765  0.294
H  -1.48373  3.03992  3.02846  0.381
H  -0.82038  1.53498  -2.62515  0.395
H  1.95002  0.01673  0.66399  0.154
H  0.00863  2.13103  3.68534  0.349
H  2.21423  -2.76290  -1.23166  0.415
H  -1.44093  1.38559  3.51664  0.300

# 4
This record from the OMol25 dataset describes a cluster of 2 separate species, C9H16N3O in total at a distorted geometry. The level of theory is wB97M-V/def2-TZVPD.

## Properties
strongest force on any atom: 4.88 eV/A
E_LUMO: -0.14927 Ha
total charge: +1
HOMO level: -12.9 eV
Kohn-Sham gap: 8.80 eV

Last column: Mulliken charge in e.
Cartesian coordinates (Å):
O  -2.07568  -2.28359  0.28976  -0.492
N  1.61733  0.30234  0.49608  0.209
N  -0.30551  1.70650  0.51859  0.042
N  3.34502  -1.07675  0.60964  -0.470
C  0.41304  0.62983  0.79449  0.373
C  -0.67156  -0.91626  -1.01802  -0.984
C  0.04320  2.65988  -0.54337  -0.981
C  2.27916  -0.77184  1.16977  -0.202
C  2.43944  0.54780  -0.67749  -0.244
C  -1.57381  1.94130  1.09727  -0.924
C  0.05060  -3.06977  -0.14788  -1.259
C  3.44900  -0.38923  -0.56607  -0.550
C  -0.96460  -2.05989  -0.46662  0.777
H  1.08802  2.82210  -0.38224  0.552
H  2.21978  1.32901  -1.27258  0.502
H  1.69471  -1.10116  2.01099  0.419
H  -1.56202  -0.44681  -1.43698  0.444
H  -1.56509  2.95872  1.45765  0.359
H  -1.85548  1.31939  1.93023  0.358
H  -0.54744  3.49708  -0.08113  0.272
H  4.27932  -0.72894  -1.27385  0.364
H  -2.83639  -1.79062  -0.00049  0.315
H  0.03341  0.20252  1.70294  0.206
H  -2.33694  1.75317  0.30339  0.343
H  0.03236  -3.41182  0.86080  0.404
H  1.09573  -2.80541  -0.11979  0.331
H  -0.16640  -3.92328  -0.84817  0.305
H  0.26105  -0.94353  -1.65997  0.295
H  -0.30286  2.35692  -1.52730  0.236

- Among the records above, which one has the highest strongest force on any atom?
  C9H16N2OP